[1]
Computed, not measured: a structure of composition C39H43Cl3GeN3O6RuS, with ωB97M-V/def2-TZVPD.

XYZ file:
```
97
C39H43Cl3GeN3O6RuS ωB97M-V/def2-TZVPD
Ru 0.09995 -1.34222 0.79072
O 2.12300 -2.72694 0.61110
C 1.86113 -4.11979 0.90257
C 0.56981 -4.56107 0.26881
N -0.55573 -3.78816 0.78004
C -0.87525 -4.13020 2.17153
C -0.09117 -3.30550 3.15827
O 0.27650 -3.80411 4.21229
O 0.08673 -2.05311 2.80910
C -1.72803 -3.83726 -0.08816
C -2.63266 -2.65734 0.17366
O -3.83977 -2.80383 0.12412
O -2.00431 -1.51193 0.37631
H 2.28857 -2.63939 -0.33142
H 1.83183 -4.19634 1.98400
H 2.68168 -4.73742 0.54685
H 0.43373 -5.63584 0.43762
H 0.63042 -4.39881 -0.80709
H -0.70830 -5.18694 2.38863
H -1.92626 -3.90211 2.35588
H -2.30073 -4.75950 0.01172
H -1.39441 -3.74538 -1.12335
Cl 3.74513 3.96884 -4.95855
C 2.20727 3.17170 -4.84776
C 1.48625 3.22691 -3.67178
C 0.26277 2.57886 -3.61446
C -0.26111 1.86973 -4.69048
C -1.59422 1.18002 -4.49237
C -1.52209 -0.35409 -4.49840
N -0.54183 -0.89028 -3.54533
C 0.78209 -1.17645 -3.80474
C 1.32108 -1.55309 -2.61831
N 0.35722 -1.49016 -1.62283
C -0.75004 -1.07046 -2.22462
O -2.51233 1.57783 -5.48922
C -3.86262 1.82554 -5.06752
C -4.02062 2.89220 -4.01344
C -3.49767 4.14826 -4.08195
Cl -2.58043 4.82084 -5.36458
S -3.86504 5.09178 -2.70246
C -4.75081 3.81289 -1.99942
C -4.74296 2.70865 -2.79013
C 0.49435 1.84647 -5.86471
Cl -0.01895 0.99029 -7.29314
C 1.71880 2.49072 -5.94792
H 1.86996 3.77550 -2.81871
H -0.31904 2.64094 -2.70127
H -1.95136 1.48917 -3.50701
H -1.26487 -0.70375 -5.49101
H -2.50097 -0.75070 -4.23846
H 1.20474 -1.10598 -4.79749
H 2.33907 -1.86580 -2.42524
H -1.70984 -0.93014 -1.74330
H -4.33194 0.90533 -4.70778
H -4.37395 2.12000 -5.97944
H -5.22377 3.94607 -1.03401
H -5.24055 1.77884 -2.52531
H 2.28603 2.45718 -6.86925
C 0.79989 3.01358 0.55393
C -0.12971 1.91554 1.09768
C -0.91279 2.45209 2.30079
C -1.12054 1.52992 -0.00285
C 0.73060 0.71939 1.49648
H 0.21875 3.90093 0.26670
H 1.34280 2.65456 -0.33026
H 1.53867 3.31017 1.30527
H -1.60961 3.23450 1.98114
H -0.24431 2.88176 3.05324
H -1.49000 1.65276 2.78031
H -1.75209 2.38036 -0.27156
H -1.77825 0.72034 0.31503
H -0.58145 1.21321 -0.89907
H 1.41357 0.40182 0.66882
Ge 1.65776 0.62948 3.22487
C 3.00869 -0.75895 3.05539
C 3.03810 -1.91845 3.83298
C 4.05788 -2.85256 3.66472
C 5.06036 -2.63737 2.72346
C 5.04931 -1.47983 1.95170
C 4.02968 -0.54576 2.12231
C 0.67748 0.73544 4.89834
C 0.72586 1.96575 5.56132
C 0.11583 2.13501 6.79841
C -0.54103 1.06856 7.39970
C -0.58920 -0.16261 6.75874
C 0.01324 -0.33419 5.51452
H 2.46959 1.96551 3.24849
H 2.25111 -2.11741 4.55371
H 4.06762 -3.74998 4.27510
H 5.85310 -3.36759 2.59657
H 5.84010 -1.29817 1.23056
H 4.03749 0.36527 1.52657
H 1.25477 2.80122 5.11017
H 0.16175 3.09690 7.29580
H -1.00715 1.19634 8.37047
H -1.09213 -1.00089 7.22714
H -0.03023 -1.29716 5.03250
```

Results
HOMO energy (alpha / beta): -7.23 / -8.31 eV
ΔE to the lowest compared entry with this formula, charge and spin: 25.2 kcal/mol
E_LUMO (alpha / beta): 0.1 / -0.9 eV
E_tot: -165394.446 eV
2S+1: 6
Maximum force: 0.024 Eh/bohr


[2]
Computed, not measured: a structure of composition C48H59N6O2PSSr, with ωB97M-V/def2-TZVPD.

XYZ file:
```
118
C48H59N6O2PSSr ωB97M-V/def2-TZVPD
Sr -0.36189 0.50823 -0.54881
C 1.57405 -1.12427 5.12477
C 0.43529 -1.31057 4.10883
C -0.42161 -2.51633 4.50691
C -0.35739 -0.01692 4.03973
C -1.19633 0.29568 5.10750
C -1.85720 1.50633 5.18090
C -1.64107 2.45098 4.19272
C -0.80654 2.18408 3.11483
C -0.48055 3.30421 2.15177
C 0.63007 4.16495 2.76648
C -1.69384 4.15427 1.77022
C -0.18734 0.91707 2.99959
N 0.53558 0.59337 1.81173
C 1.87126 0.67743 1.83957
O 2.60710 0.91312 2.80674
C 2.53351 0.55628 0.47231
C 3.82316 1.02544 0.29017
C 4.37497 0.97364 -0.98372
C 3.63318 0.45238 -2.03374
C 2.34209 0.01495 -1.77467
N 1.82245 0.06215 -0.54573
C 1.48737 -0.44603 -2.94919
O 2.08970 -0.90589 -3.92325
N 0.16377 -0.23214 -2.82542
C -0.57340 -0.25126 -4.06119
C -1.51670 -1.25281 -4.37733
C -2.25846 -1.15480 -5.55233
C -2.08059 -0.11811 -6.44657
C -1.13649 0.84736 -6.15805
C -0.38711 0.80701 -4.98786
C 0.62455 1.92171 -4.78138
C -0.03066 3.30224 -4.88466
C 1.78452 1.79741 -5.77785
C -1.77211 -2.49572 -3.54571
C -0.51837 -3.35813 -3.41838
C -2.41184 -2.17100 -2.19304
H 2.17338 -2.03447 5.21184
H 1.16275 -0.88459 6.10959
H 2.22376 -0.30878 4.80778
H 0.88427 -1.49442 3.13160
H -0.70297 -2.46480 5.56158
H 0.13953 -3.44253 4.36590
H -1.33334 -2.57730 3.91326
H -1.31799 -0.41954 5.91331
H -2.50700 1.72742 6.01993
H -2.12022 3.41931 4.28198
H -0.07537 2.86799 1.24014
H 0.28453 4.61837 3.70022
H 0.92803 4.96128 2.08240
H 1.50299 3.54829 2.99294
H -2.08081 4.70549 2.63052
H -2.49638 3.52900 1.37083
H -1.41657 4.88696 1.00866
H 4.35431 1.42138 1.14421
H 5.37649 1.34652 -1.15911
H 4.00902 0.38856 -3.04505
H -2.97885 -1.93242 -5.78240
H -2.65630 -0.07132 -7.36342
H -0.96449 1.64676 -6.87043
H 1.03470 1.83309 -3.78122
H -0.33909 3.52090 -5.90952
H 0.67118 4.07815 -4.56891
H -0.91293 3.35518 -4.24235
H 1.43025 1.94813 -6.80192
H 2.22949 0.80579 -5.71025
H 2.55557 2.54501 -5.56693
H -2.50744 -3.08274 -4.10049
H 0.27879 -2.81192 -2.92841
H -0.15665 -3.65417 -4.40503
H -0.73562 -4.25980 -2.83732
H -1.71884 -1.64931 -1.53742
H -2.72604 -3.08728 -1.68796
H -3.28449 -1.52950 -2.33951
C 0.26696 7.17643 -0.77064
N 0.18644 5.79690 -1.20848
C 1.14147 4.88050 -1.02566
N 2.27053 5.28413 -0.42244
S 0.96825 3.29797 -1.56035
H -0.68754 7.65823 -0.95812
H 1.03943 7.72781 -1.31283
H 0.47337 7.23401 0.30053
H -0.63202 5.47416 -1.69208
H 2.48421 6.25059 -0.24610
H 2.97743 4.58730 -0.26549
C 1.29267 -5.43151 -0.17962
P 0.97393 -3.64847 0.19371
C 1.87556 -3.62595 1.79267
C 1.44987 -4.30651 2.93071
C 2.24812 -4.34410 4.06322
C 3.47065 -3.68519 4.07752
C 3.91042 -3.01688 2.94452
C 3.11848 -2.99530 1.80341
C -0.79296 -3.68126 0.69399
C -1.63747 -4.76044 0.43944
C -3.00326 -4.67349 0.68786
C -3.55356 -3.49949 1.17716
C -2.72854 -2.40957 1.42265
C -1.36820 -2.49896 1.17420
H 0.88807 -5.71163 -1.15391
H 0.88038 -6.07878 0.59510
H 2.37327 -5.56163 -0.21320
H 0.48947 -4.81242 2.92650
H 1.92156 -4.89221 4.93909
H 4.07859 -3.69099 4.97431
H 4.86833 -2.51195 2.94983
H 3.46802 -2.49811 0.90422
H -1.23634 -5.68951 0.05526
H -3.63809 -5.53095 0.50137
H -4.61932 -3.43278 1.35951
H -3.13816 -1.48538 1.81531
H -0.75247 -1.62066 1.33834
C -5.51638 0.45957 -0.05652
C -4.08106 0.68267 -0.09838
N -2.94854 0.85650 -0.12297
H -5.92145 0.48947 -1.06637
H -5.99229 1.22967 0.54716
H -5.71861 -0.51682 0.38063
```

Results
HOMO energy: -7.56 eV
ΔE to the lowest compared entry with this formula, charge and spin: 43.9 kcal/mol
E_LUMO: 0.0 eV
E_tot: -84733.804 eV
Maximum force: 0.060 Eh/bohr


[3]
Computed, not measured: a cluster of 2 separate species, C4H10N2O2 in total, with ωB97M-V/def2-TZVPD.

XYZ file:
```
18
C4H10N2O2 ωB97M-V/def2-TZVPD
C -0.45903 0.08672 -0.62723
C -0.22131 0.15685 1.86734
C -1.12573 -0.96372 -1.48224
N 0.12150 -0.38902 0.56854
C 1.50167 -0.47891 0.09975
N -1.01467 1.32863 -0.64118
O 2.20749 0.58773 0.72649
O 2.08039 -1.52621 -0.18146
H 3.13965 0.40199 0.55619
H 0.93843 -0.00192 -1.14399
H -0.97654 1.93648 0.16267
H -1.40892 1.67769 -1.50040
H 0.38151 -0.36072 2.61032
H 0.01970 1.22181 1.96407
H -1.28677 0.01113 2.05103
H -2.08655 -1.22304 -1.02684
H -1.30042 -0.60600 -2.49740
H -0.51040 -1.85950 -1.50566
```

Results
HOMO energy: -8.30 eV
ΔE to the lowest compared entry with this formula, charge and spin: 92.9 kcal/mol
E_LUMO: 0.7 eV
E_tot: -11382.876 eV
Maximum force: 0.049 Eh/bohr


[4]
Computed, not measured: a cluster of 11 separate species, H22O11 in total, with ωB97M-V/def2-TZVPD.

XYZ file:
```
33
H22O11 ωB97M-V/def2-TZVPD
O -3.36114 -2.22656 0.19510
H -4.02519 -2.72959 -0.27632
H -3.30243 -1.39937 -0.28298
O 0.90445 1.42025 -2.67364
H 0.62298 0.65362 -2.17436
H 1.45926 1.06421 -3.36765
O 3.21047 0.48330 1.73791
H 3.87910 1.11582 2.00076
H 2.95890 0.75309 0.85465
O 3.09703 1.97538 -0.79667
H 3.67452 2.50423 -1.34718
H 2.26389 1.96043 -1.26774
O 0.28910 -0.54109 -0.38852
H -0.44178 -0.88197 0.12710
H 0.35930 0.37714 -0.12746
O -1.17979 -1.88528 1.99530
H -1.63259 -2.47557 1.39301
H -0.49925 -2.42652 2.39553
O -2.09341 -2.40226 -2.63126
H -1.94537 -1.48776 -2.39038
H -2.99844 -2.42505 -2.94213
O -2.26446 2.78026 -0.44184
H -1.42791 2.60448 -0.01114
H -2.05967 3.44128 -1.10318
O 1.71817 -2.80739 -0.50830
H 2.38430 -2.60828 -1.16622
H 1.27769 -1.97200 -0.35231
O 0.07283 1.88483 0.80742
H -0.17220 1.49895 1.64843
H 0.31046 2.78787 1.01785
O -0.46983 0.64639 3.17259
H -0.61168 -0.26058 2.90144
H 0.00269 0.57774 4.00219
```

Results
HOMO energy: -10.41 eV
ΔE to the lowest compared entry with this formula, charge and spin: 25.4 kcal/mol
E_LUMO: 0.2 eV
E_tot: -22880.412 eV
SMILES: O.O.O.O.O.O.O.O.O.O.O
Maximum force: 0.024 Eh/bohr


[5]
Computed, not measured: a cluster of 2 separate species, C2H7NO2 in total, with ωB97M-V/def2-TZVPD.

XYZ file:
```
12
C2H7NO2 ωB97M-V/def2-TZVPD
C -0.00418 -1.62595 -1.07741
N -0.49391 -0.27988 -1.44526
C 0.32245 0.81093 -1.41745
O -0.11440 1.93289 -1.25008
H -0.22653 -1.86108 -0.03699
H -0.58160 -2.33545 -1.66408
H 1.05990 -1.60258 -1.28459
H -1.42828 -0.10057 -1.11621
H 1.39470 0.71951 -1.61599
O 0.25017 -0.26014 4.10857
H 0.19938 -1.14291 4.54281
H -0.35898 -0.27599 3.38162
```

Results
HOMO energy: -9.80 eV
ΔE to the lowest compared entry with this formula, charge and spin: 27.8 kcal/mol
E_LUMO: 0.5 eV
E_tot: -7772.321 eV
SMILES: CNC=O.O
Maximum force: 0.030 Eh/bohr


[6]
Computed, not measured: an isolated molecule of C5H11NS, with ωB97M-V/def2-TZVPD.

XYZ file:
```
18
C5H11NS ωB97M-V/def2-TZVPD
C 1.84602 -2.04303 -1.29229
C 1.56097 -1.70832 -0.03967
N 0.32918 -2.04984 0.64271
C 0.10176 -0.79438 1.31311
S 0.65382 1.15184 0.50975
C -0.98500 1.93942 0.51301
C -1.56916 2.20001 -0.88570
H 1.15892 -2.62877 -1.89272
H 2.78324 -1.71450 -1.72267
H 2.39500 -1.41895 0.59099
H -0.30350 -2.41165 -0.06071
H -0.96020 -0.66607 1.52388
H 0.71456 -0.77820 2.20672
H -1.62711 1.27553 1.09506
H -0.92887 2.89446 1.03706
H -1.83643 1.25787 -1.36760
H -0.82587 2.76462 -1.44365
H -2.50734 2.72995 -0.72726
```

Results
HOMO energy: -8.37 eV
ΔE to the lowest compared entry with this formula, charge and spin: 46.1 kcal/mol
E_LUMO: 0.9 eV
E_tot: -17686.462 eV
SMILES: C=CNCSCC
Maximum force: 0.064 Eh/bohr


[7]
Computed, not measured: an isolated molecule of C5H9N3, with ωB97M-V/def2-TZVPD.

XYZ file:
```
17
C5H9N3 ωB97M-V/def2-TZVPD
C -0.73193 -0.21174 -1.54387
C -0.79646 -0.01639 -0.04736
C -1.01471 -1.33711 0.62582
N 0.48371 0.61995 0.35760
C 1.71983 0.06555 0.08766
N 2.64300 0.85505 0.54864
N 2.07688 1.92925 1.07920
C 0.78681 1.75292 1.06922
H -0.00963 -1.00676 -1.81222
H -1.73327 -0.69323 -1.80424
H -0.49925 0.69597 -2.08892
H -1.58552 0.72752 0.24705
H -0.33080 -2.13534 0.26789
H -0.79484 -1.18521 1.69938
H -2.06108 -1.66236 0.51312
H 1.89647 -0.85358 -0.48911
H -0.04923 2.45552 1.29014
```

Results
HOMO energy: -9.46 eV
ΔE to the lowest compared entry with this formula, charge and spin: 23.8 kcal/mol
E_LUMO: 0.7 eV
E_tot: -9800.433 eV
SMILES: CC(C)n1cnnc1
Maximum force: 0.046 Eh/bohr


[8]
Computed, not measured: a cluster of 5 separate species, C42H71B2NO17S4 in total, with ωB97M-V/def2-TZVPD.

XYZ file:
```
137
C42H71B2NO17S4 ωB97M-V/def2-TZVPD
C -1.27434 -1.53738 0.58797
C -2.08101 -2.83990 0.83549
C -2.87590 -3.14165 -0.46052
C -4.03037 -2.11761 -0.54850
C -4.26917 -1.55408 -1.96631
C -3.29974 -0.45258 -2.32082
C -3.50862 0.79408 -1.75222
C -4.66200 1.06956 -0.80297
C -5.81376 1.85440 -1.42004
O -6.69816 2.31625 -0.72773
O -5.79722 1.97495 -2.76680
C -2.63856 1.84394 -2.00538
C -2.79671 3.21739 -1.36833
O -1.67049 3.41639 -0.52104
C -1.84592 2.83974 0.76437
C -0.98594 3.55986 1.82131
C 0.28596 2.73120 2.17177
C -1.56042 1.62576 -2.83722
C -1.35796 0.39182 -3.40496
C -2.21077 -0.65486 -3.15622
B -1.93464 -2.08481 -3.76786
O -2.87260 -2.88540 -4.39450
O -0.66567 -2.57974 -3.60385
C -0.20487 -3.36091 -4.71520
C -0.14467 0.24577 -4.28772
O -0.12704 -0.41407 -5.30919
C 1.05701 1.03632 -3.82636
C 2.40487 0.38292 -4.02672
C 2.63500 -0.67011 -2.92305
O 2.30532 -1.94423 -3.49563
C 0.87296 2.23103 -3.26080
B 1.98662 3.18725 -2.67167
O 1.67241 3.80665 -1.44800
N 3.24569 3.47634 -3.29448
C 3.15624 3.70557 -4.75819
C 3.99328 4.55602 -2.63931
C -0.54634 2.71459 -3.12821
O -0.82995 3.88664 -3.28915
H -0.45767 -1.81216 -0.08747
H -1.84656 -0.75777 0.08111
H -0.91459 -1.11200 1.52748
H -2.83759 -2.64988 1.60710
H -1.47934 -3.68067 1.18641
H -3.32826 -4.12968 -0.33857
H -2.23588 -3.12798 -1.34588
H -3.89441 -1.29043 0.15010
H -4.95561 -2.61081 -0.23030
H -4.29741 -2.37761 -2.67642
H -5.27361 -1.11761 -1.97805
H -5.11376 0.16184 -0.41042
H -4.31486 1.61696 0.06942
H -6.26499 2.78867 -2.99769
H -2.75662 4.01206 -2.10917
H -3.74204 3.33370 -0.83357
H -2.88988 2.92109 1.09288
H -1.53527 1.78551 0.75690
H -0.65566 4.53334 1.46806
H -1.57595 3.61916 2.73110
H 0.44381 1.92604 1.44846
H 1.17753 3.35968 2.17672
H 0.17560 2.27398 3.15661
H -3.33657 -2.40120 -5.08593
H -0.59259 -4.38069 -4.69127
H -0.52310 -2.87915 -5.64196
H 0.88331 -3.41285 -4.72297
H 3.22175 1.08625 -4.15022
H 2.33704 -0.18214 -4.96338
H 1.89828 -0.50230 -2.12879
H 3.66190 -0.68037 -2.55130
H 2.65085 -2.64226 -2.93246
H 1.37488 4.69495 -1.68738
H 3.83953 3.01536 -5.26264
H 3.51142 4.71876 -4.96444
H 2.13973 3.62740 -5.13870
H 3.55485 5.53381 -2.87805
H 5.00523 4.58264 -3.06450
H 4.11384 4.40563 -1.57149
O -1.42031 6.10720 3.62977
S -1.12142 5.55832 4.92667
O -0.33831 4.36053 5.08418
C -0.42251 6.85571 5.94193
C -1.63247 7.51706 6.59440
C -2.55488 6.36930 7.02530
C -2.65621 5.39404 5.84585
H 0.15887 7.53298 5.32055
H 0.21876 6.38382 6.68616
H -1.33947 8.13995 7.43868
H -2.14681 8.15161 5.86908
H -2.12184 5.85942 7.88844
H -3.53914 6.73125 7.31976
H -2.76281 4.36366 6.17678
H -3.47427 5.65556 5.17711
O -2.23910 -0.60292 4.08529
S -1.75507 -1.13134 5.33765
O -1.75162 -0.34743 6.54832
C -2.58273 -2.68686 5.64801
C -1.69678 -3.72373 4.96432
C -0.25182 -3.33265 5.30399
C -0.12081 -1.82326 5.07294
H -3.59442 -2.65036 5.24943
H -2.60890 -2.83851 6.72698
H -1.93291 -4.73292 5.30055
H -1.84511 -3.68460 3.88208
H -0.04834 -3.56360 6.35097
H 0.46724 -3.88441 4.70410
H 0.57465 -1.36766 5.76674
H 0.17514 -1.59861 4.04932
O 2.46610 -2.61125 5.80815
S 3.82340 -3.07164 5.98404
O 4.16933 -4.46254 5.85261
C 4.89440 -2.09365 4.93779
C 5.28156 -0.89974 5.80473
C 5.58108 -1.47273 7.19596
C 4.44516 -2.44174 7.54722
H 4.36439 -1.81579 4.02944
H 5.76353 -2.70404 4.69383
H 6.13830 -0.36903 5.39223
H 4.44723 -0.19732 5.86632
H 6.53040 -2.01186 7.17094
H 5.67129 -0.68722 7.94489
H 4.79166 -3.27587 8.15215
H 3.62525 -1.93353 8.05187
O 0.32187 -5.94634 -7.91828
S 1.61892 -5.85748 -7.29854
O 1.83863 -6.26870 -5.93573
C 2.81234 -6.66975 -8.35584
C 3.28658 -5.57111 -9.30206
C 3.48657 -4.32483 -8.42965
C 2.25266 -4.19124 -7.52854
H 2.33977 -7.50635 -8.86524
H 3.62604 -7.02514 -7.72401
H 4.20331 -5.85650 -9.81666
H 2.52255 -5.37425 -10.05753
H 4.37988 -4.45184 -7.81431
H 3.62976 -3.42887 -9.03225
H 2.50069 -3.76758 -6.55836
H 1.47086 -3.59997 -8.00185
```

Results
HOMO energy: -8.87 eV
E_LUMO: -0.2 eV
E_tot: -125699.151 eV
SMILES: CCCCCc1c(CC(=O)O)c(COCCC)c2c(c1B(O)OC)C(=O)C(CCO)=C(B(O)N(C)C)C2=O.O=S1(=O)CCCC1.O=S1(=O)CCCC1.O=S1(=O)CCCC1.O=S1(=O)CCCC1
Maximum force: 0.036 Eh/bohr